Formula: C16H36BCs3O8S4
Source: OMol25
Level of theory: wB97M-V/def2-TZVPD

Gap between HOMO and LUMO ... 0.285 hartree
Energy above the lowest of the compared OMol25 structures with the same formula, charge and spin ... 0.00 kcal/mol
Net charge ... +2
Molecular weight ... 894.25 Da
E_LUMO ... -0.2381 hartree
Highest occupied orbital energy ... -14.23 eV

Cartesian coordinates (Å):
Cs (3.4081, 2.2641, 0.1879)
Cs (2.9196, -0.2811, 3.9456)
Cs (5.2148, -1.6736, 0.4615)
B (1.7481, -0.4286, 0.7413)
H (1.5146, -1.4889, 0.3312)
H (2.8485, -0.3049, 0.9330)
H (1.4191, 0.3088, -0.0705)
H (1.1915, -0.2281, 1.7189)
C (-1.0793, 1.0754, -2.2585)
C (-2.2230, 1.4669, -3.1954)
C (-1.5304, 2.0232, -4.4202)
S (-0.1990, 3.0667, -3.7699)
O (-0.6402, 4.4265, -3.6320)
O (1.0125, 2.7183, -4.4915)
C (-0.2392, 2.3339, -2.0974)
H (-0.5472, 0.2323, -2.6993)
H (-1.5044, 0.7669, -1.3008)
H (-2.8822, 2.2047, -2.7239)
H (-2.9395, 0.6604, -3.3558)
H (-2.0830, 2.6083, -5.1559)
H (-1.0190, 1.2797, -5.0363)
H (-0.8566, 3.0095, -1.5017)
H (0.7759, 2.3419, -1.6952)
C (1.6741, -1.0951, -4.1781)
C (2.7846, -1.9388, -4.8082)
C (2.8044, -3.3281, -4.2084)
S (2.3647, -3.0126, -2.4008)
O (3.5465, -2.9508, -1.5323)
O (1.1905, -3.7982, -2.1115)
C (1.8471, -1.2688, -2.6827)
H (0.6595, -1.4337, -4.4078)
H (1.7375, -0.0418, -4.4504)
H (3.7205, -1.4170, -4.5836)
H (2.7166, -1.9836, -5.8949)
H (3.7759, -3.8101, -4.1702)
H (1.9930, -3.9467, -4.5794)
H (2.6834, -0.6761, -2.2926)
H (1.0246, -1.0503, -2.0075)
C (-1.9577, -2.0005, 3.8909)
C (-1.5893, -2.6049, 5.2372)
C (-0.7443, -3.8444, 4.8911)
S (0.2812, -3.3741, 3.4353)
O (0.2055, -4.4136, 2.4596)
O (1.5934, -2.9355, 3.9190)
C (-0.7319, -1.9061, 2.9895)
H (-2.3909, -1.0090, 4.0291)
H (-2.6618, -2.5901, 3.2986)
H (-2.4887, -2.7965, 5.8177)
H (-0.9721, -1.9570, 5.8664)
H (-1.4160, -4.6624, 4.6429)
H (-0.0281, -4.1278, 5.6590)
H (-0.9719, -1.8124, 1.9374)
H (-0.1072, -1.0927, 3.3655)
C (-1.3740, 4.0112, 2.8258)
C (-0.4081, 3.3088, 1.8274)
C (-0.8921, 1.8774, 1.7318)
S (-2.7292, 1.9707, 1.8134)
O (-3.1822, 1.0221, 2.7938)
O (-3.2073, 1.9952, 0.4474)
C (-2.8173, 3.6804, 2.4944)
H (-1.2499, 5.0940, 2.7929)
H (-1.0885, 3.6959, 3.8325)
H (0.6106, 3.4771, 2.1775)
H (-0.4997, 3.7549, 0.8331)
H (-0.6189, 1.2726, 2.5965)
H (-0.7207, 1.3398, 0.8026)
H (-3.5429, 3.6608, 3.3005)
H (-3.1324, 4.3353, 1.6842)

=====

Formula: C20H33Cl2IrSSbSi
Source: OMol25
Level of theory: wB97M-V/def2-TZVPD

Gap between HOMO and LUMO (alpha / beta) ... 0.304 / 0.212 hartree
Energy above the lowest of the compared OMol25 structures with the same formula, charge and spin ... 0.00 kcal/mol
Net charge ... +2
Molecular weight ... 718.52 Da
E_LUMO (alpha / beta) ... -0.2045 / -0.3520 hartree
Highest occupied orbital energy (alpha / beta) ... -13.85 / -15.36 eV
Multiplicity ... 6

Cartesian coordinates (Å):
Ir (-0.0626, 1.0542, -0.1732)
Cl (-1.2417, 2.9699, 0.9970)
C (-0.4304, 4.3566, 0.2869)
C (-0.5332, 5.5410, 0.9504)
C (0.0235, 6.6955, 0.3670)
C (0.6432, 6.6435, -0.8643)
C (0.7439, 5.4340, -1.5359)
Cl (1.5132, 5.3855, -3.0502)
C (0.2224, 4.2231, -0.9697)
S (0.3804, 2.7706, -1.8270)
H (-1.0513, 5.6033, 1.8970)
H (-0.0561, 7.6386, 0.8903)
H (1.0560, 7.5337, -1.3170)
C (3.6744, -0.3857, 4.0477)
Si (4.0147, -0.6669, 2.2369)
C (4.0458, -2.4656, 1.7441)
C (5.4348, 0.3260, 1.5556)
C (2.4549, 0.0274, 1.3714)
C (1.4309, 0.4778, 0.7865)
H (4.5208, -0.7663, 4.6249)
H (2.7850, -0.9137, 4.3904)
H (3.5689, 0.6712, 4.2919)
H (4.9205, -2.9394, 2.1968)
H (4.1293, -2.5955, 0.6651)
H (3.1659, -3.0032, 2.0988)
H (6.3643, -0.0294, 2.0071)
H (5.3465, 1.3867, 1.7921)
H (5.5347, 0.2168, 0.4759)
C (-4.3727, -1.9788, -1.5354)
C (-3.4539, -0.7918, -1.8151)
C (-4.0844, 0.5361, -1.4138)
Sb (-1.5530, -1.0865, -0.8427)
C (-1.8453, -2.3153, 0.8899)
C (-2.5633, -1.5317, 1.9804)
C (-0.5248, -2.9095, 1.3593)
C (-0.2723, -2.1646, -2.1891)
C (-0.9688, -3.4390, -2.6614)
C (0.1630, -1.2803, -3.3498)
H (-5.2954, -1.8596, -2.1058)
H (-4.6492, -2.0282, -0.4802)
H (-3.9329, -2.9351, -1.8226)
H (-3.1943, -0.7704, -2.8773)
H (-4.3169, 0.5636, -0.3470)
H (-5.0227, 0.6697, -1.9542)
H (-3.4424, 1.3878, -1.6483)
H (-2.4950, -3.1136, 0.5179)
H (-1.9352, -0.7205, 2.3573)
H (-2.7837, -2.1926, 2.8201)
H (-3.5082, -1.1037, 1.6413)
H (0.1676, -2.1298, 1.6859)
H (-0.0355, -3.5051, 0.5873)
H (-0.7091, -3.5652, 2.2120)
H (0.5963, -2.4271, -1.5798)
H (-1.8475, -3.2099, -3.2678)
H (-1.2794, -4.0812, -1.8350)
H (-0.2858, -4.0162, -3.2870)
H (-0.6893, -0.9406, -3.9426)
H (0.8136, -1.8492, -4.0157)
H (0.7216, -0.4011, -3.0175)

=====

Formula: C2H10NO2S
Source: OMol25
Level of theory: wB97M-V/def2-TZVPD

Gap between HOMO and LUMO (alpha / beta) ... 0.378 / 0.254 hartree
Energy above the lowest of the compared OMol25 structures with the same formula, charge and spin ... 26.60 kcal/mol
Molecular weight ... 112.17 Da
E_LUMO (alpha / beta) ... 0.0240 / -0.0941 hartree
Highest occupied orbital energy (alpha / beta) ... -9.64 / -9.47 eV
Multiplicity ... 2

Cartesian coordinates (Å):
C (-0.9672, 1.9008, -0.2148)
C (-0.2154, 0.5369, -0.0845)
S (1.1659, 0.5666, 0.9774)
N (-0.0102, 2.8697, -0.8050)
H (-0.9283, 2.2338, 0.8008)
H (-1.9622, 1.9543, -0.5761)
H (0.0708, 0.1809, -1.1090)
H (-0.8460, -0.1880, 0.4696)
H (0.3276, 2.6151, -1.7635)
H (0.8135, 2.8487, -0.3051)
H (-0.3722, -3.7275, -1.1218)
H (-1.4875, -3.0703, -0.1226)
O (-1.3230, -3.5641, -0.9414)
H (1.5073, -1.2802, 1.1325)
H (2.5090, -1.8125, 2.0353)
O (1.7178, -2.0641, 1.6280)

=====

Formula: CH6N2O2S
Source: OMol25
Level of theory: wB97M-V/def2-TZVPD

Gap between HOMO and LUMO ... 0.395 hartree
Energy above the lowest of the compared OMol25 structures with the same formula, charge and spin ... 52.05 kcal/mol
Molecular weight ... 110.14 Da
E_LUMO ... 0.0221 hartree
Highest occupied orbital energy ... -10.14 eV
Structure (SMILES) ... CO[S@@](=N)(N)=O

Cartesian coordinates (Å):
C (-0.7026, -0.9509, -1.3735)
O (-1.1066, -0.5596, -0.0845)
S (-0.2425, 0.6980, 0.5046)
N (-0.7222, 1.2524, 1.8795)
N (1.3882, -0.1973, 0.5620)
O (-0.0643, 1.7292, -0.4644)
H (-0.4182, -2.0342, -1.2470)
H (0.2909, -0.4214, -1.5230)
H (-1.3540, -0.7249, -2.3069)
H (-0.8527, 0.5648, 2.6706)
H (1.9149, 0.5988, -0.0018)
H (1.8691, 0.0451, 1.3846)

=====

Formula: C20H34BF5O7
Source: OMol25
Level of theory: wB97M-V/def2-TZVPD

Gap between HOMO and LUMO ... 0.365 hartree
Energy above the lowest of the compared OMol25 structures with the same formula, charge and spin ... 0.00 kcal/mol
Molecular weight ... 492.29 Da
E_LUMO ... 0.0101 hartree
Highest occupied orbital energy ... -9.66 eV
Structure (SMILES) ... CB(O)[C@H](CCCCCCOC(C)=O)OC(=O)CCCC(F)(F)C(F)(F)F.CCOC(C)=O

Cartesian coordinates (Å):
C (-1.8888, 3.0840, -0.0184)
B (-2.4725, 2.3141, -1.2494)
O (-3.8420, 2.3436, -1.4829)
C (-1.5560, 1.5892, -2.3275)
C (-0.9586, 2.6626, -3.2587)
C (0.0264, 2.1290, -4.3224)
C (1.5277, 2.3289, -4.0751)
C (2.1493, 1.6887, -2.8266)
C (1.8550, 2.3869, -1.4895)
C (2.9462, 2.2155, -0.4362)
O (2.8263, 0.9772, 0.2899)
C (1.8172, 0.8933, 1.1752)
C (1.7046, -0.4729, 1.7870)
O (1.1064, 1.8272, 1.4316)
O (-2.3308, 0.7022, -3.1907)
C (-2.0539, -0.6087, -3.1965)
O (-1.9274, -1.2035, -4.2142)
C (-2.0344, -1.2880, -1.8396)
C (-1.3220, -2.6418, -1.8494)
C (0.1554, -2.5903, -2.2504)
C (1.0350, -1.9398, -1.2145)
F (0.8374, -2.4764, 0.0107)
F (0.7561, -0.6070, -1.0973)
C (2.5622, -2.0398, -1.5056)
F (2.7819, -2.0364, -2.8190)
F (3.0559, -3.1674, -1.0158)
F (3.2290, -1.0269, -0.9878)
H (-2.3426, 2.6869, 0.9017)
H (-2.1995, 4.1375, -0.0887)
H (-0.8020, 3.0525, 0.0942)
H (-4.3682, 1.6589, -1.0532)
H (-0.7373, 1.0144, -1.8734)
H (-0.5019, 3.4533, -2.6502)
H (-1.8164, 3.1064, -3.7798)
H (-0.1736, 1.0628, -4.5047)
H (-0.2115, 2.6339, -5.2677)
H (2.0388, 1.8798, -4.9397)
H (1.7753, 3.4019, -4.1050)
H (1.8483, 0.6339, -2.7669)
H (3.2401, 1.6844, -2.9705)
H (0.9228, 1.9980, -1.0632)
H (1.6802, 3.4610, -1.6472)
H (2.9600, 3.0537, 0.2675)
H (3.9324, 2.1475, -0.9098)
H (0.6504, -0.7618, 1.7949)
H (2.2958, -1.2073, 1.2379)
H (2.0460, -0.4476, 2.8269)
H (-3.0948, -1.4402, -1.5862)
H (-1.6369, -0.6218, -1.0669)
H (-1.8324, -3.2903, -2.5699)
H (-1.4218, -3.1165, -0.8655)
H (0.5276, -3.6152, -2.3802)
H (0.2935, -2.0739, -3.2049)
C (-1.8213, -1.0631, 7.1090)
C (-1.8432, -1.3535, 5.6236)
O (-0.5338, -1.3095, 5.0438)
C (0.3011, -2.3712, 5.0299)
C (-0.0365, -3.5994, 5.8409)
O (1.3233, -2.2782, 4.4051)
H (-1.2674, -1.8235, 7.6599)
H (-2.8390, -1.0326, 7.4994)
H (-1.3488, -0.0987, 7.2941)
H (-2.3294, -2.3040, 5.4004)
H (-2.3944, -0.5784, 5.0932)
H (0.3935, -3.4773, 6.8353)
H (0.4381, -4.4530, 5.3649)
H (-1.1002, -3.7936, 5.9443)

=====

Formula: C46H83N14O4
Source: OMol25
Level of theory: wB97M-V/def2-TZVPD

Gap between HOMO and LUMO ... 0.190 hartree
Net charge ... +5
Molecular weight ... 896.26 Da
E_LUMO ... -0.3690 hartree
Highest occupied orbital energy ... -15.20 eV

Cartesian coordinates (Å):
C (6.7190, -1.2848, 0.2339)
C (6.6570, -2.7094, -0.4242)
N (5.4230, -3.1060, -1.0431)
C (5.2433, -3.8294, -2.2227)
C (3.8487, -4.2111, -2.2886)
N (3.2307, -3.7627, -1.1510)
C (4.1898, -3.0903, -0.3814)
C (1.8443, -3.8988, -0.7577)
H (6.0518, -1.0526, 1.0639)
H (6.4938, -0.4889, -0.4760)
H (7.7146, -0.9603, 0.5363)
H (6.9604, -3.5035, 0.2580)
H (7.4298, -2.7734, -1.1902)
H (6.1222, -4.0710, -2.8019)
H (3.2822, -4.7517, -3.0324)
H (4.0254, -2.7265, 0.6220)
H (1.3642, -3.4579, -1.6313)
H (1.5846, -3.2788, 0.1004)
H (1.5370, -4.9161, -0.5155)
C (-4.8647, -0.2315, -0.8071)
C (-4.1288, -0.3270, 0.5824)
N (-5.0651, 0.0216, 1.6100)
C (-6.2068, -0.6749, 1.8481)
C (-6.7576, -0.0297, 2.9321)
N (-5.9829, 1.0246, 3.2571)
C (-4.9004, 1.0808, 2.4129)
C (-6.3469, 2.0111, 4.2246)
H (-5.5625, -1.0503, -0.9824)
H (-4.1211, -0.0962, -1.5924)
H (-5.4612, 0.6805, -0.8294)
H (-3.2775, 0.3535, 0.5622)
H (-3.7845, -1.3252, 0.8530)
H (-6.3982, -1.6026, 1.3293)
H (-7.6516, -0.3214, 3.4631)
H (-4.1360, 1.8403, 2.4844)
H (-7.4163, 2.2216, 4.2077)
H (-5.7393, 2.9040, 4.0774)
H (-5.9277, 1.7129, 5.1856)
C (-2.4550, -3.0626, -3.6963)
C (-3.6444, -2.1661, -3.7343)
N (-4.7495, -2.7212, -4.5343)
C (-4.9097, -2.6348, -5.8914)
C (-5.9838, -3.4080, -6.2498)
N (-6.5707, -3.8423, -5.1174)
C (-5.7337, -3.4773, -4.0544)
C (-7.8354, -4.6162, -5.0385)
H (-1.9272, -3.2146, -4.6378)
H (-2.7184, -4.0095, -3.2251)
H (-1.7723, -2.7157, -2.9205)
H (-3.4375, -1.1561, -4.0882)
H (-4.0414, -1.9328, -2.7464)
H (-4.1737, -2.1410, -6.5086)
H (-6.4620, -3.6511, -7.1871)
H (-5.9496, -3.7116, -3.0225)
H (-7.6613, -5.5926, -5.4908)
H (-8.7158, -4.1079, -5.4317)
H (-8.0742, -4.8231, -3.9953)
C (-2.8496, -1.4928, 4.7663)
C (-1.4973, -2.1688, 4.6518)
N (-1.4783, -3.1202, 3.5268)
C (-2.2171, -4.3283, 3.4996)
C (-2.3131, -4.8138, 2.2126)
N (-1.5618, -3.9189, 1.3924)
C (-1.0130, -2.9748, 2.2109)
C (-1.5079, -3.8292, 0.0172)
H (-3.5907, -2.0579, 5.3314)
H (-3.2932, -1.2829, 3.7930)
H (-2.6680, -0.5524, 5.2868)
H (-1.4048, -2.8345, 5.5100)
H (-0.6745, -1.4896, 4.4286)
H (-2.6320, -4.7507, 4.4029)
H (-2.7111, -5.6638, 1.6783)
H (-0.5360, -2.0825, 1.8333)
H (-0.5470, -3.3989, -0.2652)
H (-2.3348, -3.2248, -0.3556)
H (-1.4132, -4.8208, -0.4256)
C (0.1590, 8.3416, 1.8088)
C (1.0366, 7.5998, 2.7959)
N (1.5875, 6.4377, 2.1708)
C (2.8640, 6.1553, 1.9124)
C (2.9814, 4.9269, 1.2930)
N (1.6949, 4.4061, 1.1516)
C (0.9047, 5.3256, 1.7552)
C (1.3618, 3.2046, 0.5614)
H (-0.0249, 9.3489, 2.1823)
H (-0.8169, 7.9285, 1.5536)
H (0.5951, 8.4983, 0.8223)
H (0.4454, 7.3522, 3.6775)
H (1.9033, 8.2295, 2.9971)
H (3.6022, 6.9199, 2.1045)
H (3.8304, 4.2976, 1.0703)
H (-0.1739, 5.2971, 1.8039)
H (0.9789, 2.5166, 1.3151)
H (2.2200, 2.7623, 0.0555)
H (0.6091, 3.3235, -0.2180)
C (5.1977, -1.3336, -4.5062)
C (4.2582, -0.9414, -5.6729)
N (2.8743, -0.9763, -5.2527)
C (2.1952, -2.0985, -4.9701)
C (1.0061, -1.7908, -4.4017)
N (0.9045, -0.3688, -4.3040)
C (2.0796, 0.1068, -4.8307)
C (-0.1981, 0.4301, -3.7615)
H (4.7881, -2.2578, -4.0986)
H (4.9804, -0.7203, -3.6317)
H (6.2487, -1.5729, -4.6679)
H (4.2452, -1.6082, -6.5351)
H (4.5207, 0.0996, -5.8615)
H (2.7366, -3.0254, -5.0890)
H (0.2343, -2.4062, -3.9636)
H (2.4664, 1.1152, -4.8364)
H (-0.9853, -0.1555, -3.2867)
H (-0.6167, 1.0933, -4.5185)
H (0.2573, 1.1373, -3.0682)
C (2.2614, 5.6217, 5.9123)
C (3.2105, 4.8198, 5.0253)
N (2.5764, 3.6772, 4.4444)
C (3.2391, 2.6590, 3.7704)
C (2.3057, 1.7560, 3.4635)
N (1.0996, 2.0698, 3.9646)
C (1.2318, 3.2879, 4.6363)
C (-0.1113, 1.3196, 3.7067)
H (1.4947, 6.1554, 5.3507)
H (2.7724, 6.3122, 6.5832)
H (1.8630, 4.9313, 6.6558)
H (4.0395, 4.4200, 5.6093)
H (3.6380, 5.4746, 4.2660)
H (4.2782, 2.8323, 3.5324)
H (2.3871, 0.8824, 2.8337)
H (0.5215, 3.8826, 5.1916)
H (-0.6530, 1.0849, 4.6229)
H (0.1342, 0.3586, 3.2546)
H (-0.8110, 1.9113, 3.1164)
C (4.5934, 1.6273, -1.9887)
C (5.4221, 2.3627, -0.9487)
O (4.9468, 2.4213, 0.2080)
O (6.5013, 2.8838, -1.2393)
H (4.1123, 0.7788, -1.5023)
H (5.1582, 1.1486, -2.7887)
H (3.8239, 2.2751, -2.4087)
C (1.2365, -0.5140, -0.8485)
C (-0.2513, -0.3127, -0.4043)
O (-0.5047, 0.3170, 0.5932)
O (-1.1978, -0.9557, -0.9691)
H (1.3509, -1.1273, -1.7423)
H (1.7524, -0.9275, 0.0181)
H (1.6922, 0.4389, -1.1173)